[1]
The following is a DFT calculation (the ωB97M-V functional and the def2-TZVPD basis) of the molecule C29H29N3O5 at a distorted geometry.

## Properties
Electronic energy in eV: -45251.66175
Max |F| in eV Å⁻¹: 1.294
HOMO in eV: -7.7
LUMO energy in eV: 0.4
SMILES: COc1ccc(CC(=O)Nc2c(C(=O)N3CCN(c4ccccc4)CC3)oc3ccccc23)cc1OC
Relative energy (zero: lowest compared OMol25 entry of this formula, charge and spin) in kcal/mol: 1.48

```
66
Properties=species:S:1:pos:R:3:forces:R:3:mulliken_charge:R:1
C -2.988601 -2.180676 -0.879789 -0.5140 -0.0934 0.1060 -0.72
O -1.798805 -1.659922 -1.434507 0.4944 0.0878 0.1028 -0.37
C -0.581881 -2.184511 -1.078788 -0.0499 0.0048 -0.0103 0.06
C 0.409612 -2.077237 -2.047504 -0.1242 0.0214 0.1600 -0.71
C 1.710551 -2.464836 -1.797926 -0.0119 -0.0860 0.0960 -0.58
C 2.047803 -2.994867 -0.561062 -0.2502 -0.2261 -0.0039 -0.12
C 3.493859 -3.250126 -0.226290 0.0905 0.0976 -0.2163 -1.29
C 4.186199 -1.888398 -0.255097 -0.0280 -0.3743 0.2036 0.53
O 5.123721 -1.625028 -0.967606 0.1611 0.0967 -0.2590 -0.62
N 3.569929 -1.003587 0.587790 -0.1241 -0.0198 0.5633 -0.09
C 3.496723 0.367841 0.442288 -0.8893 0.4578 0.0225 0.45
C 2.349239 1.072246 0.746276 1.0388 -0.7384 -0.2262 0.44
C 1.136480 0.494688 1.321587 -0.2278 0.2042 0.0642 0.48
O 1.212414 -0.564442 1.954913 0.0607 0.0073 0.0568 -0.77
N -0.044887 1.120674 1.162498 -0.0131 -0.0622 0.1845 0.25
C -0.346287 2.120895 0.164509 -0.1274 0.3178 -0.4557 -1.02
C -1.611064 1.710371 -0.587564 0.1587 0.0501 -0.1677 -0.55
N -2.740730 1.705555 0.317829 0.2204 -0.0269 -0.0261 0.31
C -4.020192 1.528795 -0.165149 -0.1972 0.0893 -0.0563 0.78
C -4.259665 1.203519 -1.505137 0.1897 0.0131 -0.0011 -0.36
C -5.549998 1.063589 -1.978182 -0.1387 0.0077 -0.0045 -0.69
C -6.637600 1.240043 -1.140824 -0.1404 -0.0275 -0.0986 -0.53
C -6.413807 1.573271 0.184246 -0.0300 -0.0432 -0.0041 -0.63
C -5.129535 1.723057 0.667206 0.0171 -0.0438 0.1287 -0.50
C -2.410753 1.443007 1.701239 0.1360 0.0641 0.2501 -1.43
C -1.203562 0.518617 1.801411 -0.1837 -0.2150 0.2768 -0.08
O 2.506072 2.409532 0.486171 -0.1681 0.3310 0.1579 -0.55
C 3.762359 2.560912 0.009166 0.7019 -0.5967 -0.2103 -0.16
C 4.364400 3.750104 -0.373748 -0.2563 0.0399 0.0872 -1.21
C 5.665238 3.678395 -0.827711 -0.1122 0.0403 0.0220 -0.32
C 6.346839 2.461008 -0.899066 0.1281 -0.0657 -0.0042 -0.79
C 5.753012 1.278218 -0.519697 0.0590 0.0366 -0.0153 -0.24
C 4.437243 1.323518 -0.058767 -0.2079 0.5205 0.0153 0.78
C 1.058165 -3.136018 0.401946 -0.0182 -0.1519 -0.1231 0.14
C -0.251296 -2.732371 0.173210 -0.2034 0.0727 -0.0663 1.17
O -1.233397 -2.803761 1.124198 0.0650 0.1009 -0.5087 -0.46
C -0.863601 -3.149483 2.440234 0.1037 -0.0084 0.2626 -0.96
H -3.791284 -1.804916 -1.514510 0.0246 -0.0610 0.0515 0.25
H -3.151766 -1.835377 0.143244 0.0022 -0.0358 -0.1164 0.17
H -2.988708 -3.272718 -0.893719 0.0129 0.0135 0.0069 0.36
H 0.132394 -1.650618 -2.998747 -0.0676 0.0342 -0.1156 0.45
H 2.467618 -2.341720 -2.557088 0.1059 0.0395 -0.1121 0.48
H 3.974499 -3.890835 -0.966188 0.0538 0.0643 0.0983 0.39
H 3.595934 -3.700839 0.761282 0.0115 -0.0307 0.0221 0.33
H 2.768603 -1.346092 1.121936 0.1883 0.0315 -0.1658 0.22
H 0.480687 2.201493 -0.539499 -0.1342 0.0124 0.0630 0.60
H -0.490469 3.098489 0.638629 0.0425 -0.0292 -0.1237 -0.03
H -1.802175 2.435193 -1.385287 0.0683 -0.0652 0.0044 0.76
H -1.446858 0.723157 -1.045518 -0.0014 0.1053 -0.0382 0.10
H -3.437231 1.040572 -2.182113 0.1330 -0.0256 -0.0539 0.38
H -5.705277 0.806409 -3.016402 0.0020 -0.0199 -0.0765 0.37
H -7.643373 1.126643 -1.515341 -0.0806 -0.0072 -0.0347 0.39
H -7.250190 1.729767 0.850451 -0.0522 0.0191 0.0545 0.38
H -4.990563 2.017164 1.696425 0.0369 0.0413 0.0749 0.43
H -2.202271 2.381417 2.234684 -0.0782 -0.1260 0.0891 0.12
H -3.252853 0.953060 2.193392 0.0979 0.0481 -0.0145 0.71
H -1.432110 -0.442059 1.328094 -0.0128 0.0356 0.0748 -0.29
H -0.954009 0.322588 2.848037 -0.1011 -0.0169 -0.0814 0.69
H 3.828965 4.684005 -0.313844 -0.0451 0.1202 0.0024 0.45
H 6.167616 4.583125 -1.135347 0.0228 0.0851 -0.0242 0.39
H 7.363886 2.452660 -1.260682 0.0872 -0.0155 -0.0307 0.41
H 6.269014 0.335202 -0.588883 0.0261 -0.0396 -0.0079 0.53
H 1.326015 -3.540097 1.364644 0.0198 -0.0056 0.1449 0.33
H -0.085195 -2.477505 2.811963 -0.0337 -0.0420 0.0024 0.32
H -0.526466 -4.188698 2.503106 -0.0099 0.0271 -0.0068 0.38
H -1.768605 -3.032063 3.034985 0.0721 -0.0390 0.0108 0.29
```
Forces are in eV/Å.

=====

[2]
The following is a DFT calculation (the ωB97M-V functional and the def2-TZVPD basis) of the molecule C29H29N3O6S2 at a distorted geometry.

## Properties
Electronic energy in eV: -68968.62989
Max |F| in eV Å⁻¹: 1.509
HOMO in eV: -8.5
LUMO energy in eV: -0.4
SMILES: COCCN(CCOC)S(=O)(=O)c1ccc(C(=O)Nc2nc(-c3ccccc3)c(C(=O)c3ccccc3)s2)cc1
Relative energy (zero: lowest compared OMol25 entry of this formula, charge and spin) in kcal/mol: 0.48

```
69
Properties=species:S:1:pos:R:3:forces:R:3:mulliken_charge:R:1
C -2.528383 -0.505715 -2.304008 0.0019 0.0674 -0.0422 -0.60
O -2.334700 -1.593357 -1.422363 0.1224 0.0440 0.0730 -0.39
C -2.512651 -2.867930 -1.990867 -0.0214 -0.3090 -0.1659 -0.64
C -1.444517 -3.266907 -3.022595 -0.6198 0.6014 0.1039 -0.96
N -0.132959 -3.448040 -2.450304 0.7243 0.8483 -0.2321 0.26
C 0.315714 -4.747804 -2.025613 0.1225 -0.4933 0.7187 -1.14
C -0.028450 -5.076465 -0.562191 0.2705 -0.0210 -0.2237 -0.15
O -1.388170 -5.353591 -0.324596 -0.1224 0.1386 0.0224 -0.34
C -1.813156 -6.631741 -0.732166 -0.0042 -0.0284 0.0167 -0.76
S 1.055121 -2.323275 -2.716676 -0.0876 -0.3516 0.0457 1.55
O 2.205057 -2.951915 -3.304743 0.0132 -0.0019 0.2751 -0.81
O 0.465971 -1.216830 -3.416602 -0.2225 -0.0291 0.1824 -0.78
C 1.517977 -1.818785 -1.057054 -0.0050 -0.1781 -0.4326 0.50
C 2.853574 -1.834260 -0.705320 0.1369 -0.0292 -0.1765 -0.85
C 3.221718 -1.492710 0.584881 -0.1449 0.1302 0.2205 -0.70
C 2.248174 -1.122956 1.506940 0.0148 -0.4207 -0.3036 -0.04
C 2.641075 -0.851187 2.919101 -0.0007 0.0403 0.0652 -0.17
O 3.340305 -1.595885 3.564065 0.0978 -0.0786 -0.0631 -0.62
N 2.109369 0.279193 3.499692 0.1104 -0.2079 0.7088 0.02
C 1.498657 1.355940 2.917431 0.0969 0.5967 -1.3832 0.38
N 0.712226 2.134649 3.579447 -0.0060 -0.4249 0.7697 -0.68
C 0.265533 3.181639 2.841680 0.3417 0.0937 -0.9119 -0.23
C -0.645957 4.116803 3.498777 -0.2555 0.2633 0.1872 0.64
C -0.510415 5.496033 3.374017 0.0206 -0.0986 0.0442 -0.33
C -1.381499 6.337437 4.041266 -0.0175 0.0867 0.0465 -0.70
C -2.388030 5.816798 4.837100 -0.0117 0.0250 0.0097 -0.38
C -2.513850 4.444332 4.980845 -0.0954 -0.0181 0.0624 -0.59
C -1.643320 3.597495 4.323485 0.0690 0.0395 -0.1097 -0.39
C 0.711036 3.193017 1.530060 0.0877 -0.2396 0.6544 0.16
C 0.344217 4.072119 0.420911 -0.1601 0.1012 -0.0182 0.55
O -0.215462 5.139730 0.581008 0.1344 -0.0810 -0.1522 -0.63
C 0.729562 3.596668 -0.936624 -0.0438 0.1605 -0.4228 -0.05
C 0.475780 2.301923 -1.383163 -0.0590 0.1278 0.0004 -0.36
C 0.855342 1.920493 -2.657895 -0.0105 -0.0511 -0.0930 -0.40
C 1.489100 2.827428 -3.492165 -0.0075 -0.0179 -0.0124 -0.73
C 1.720589 4.124788 -3.063903 0.0364 0.0498 -0.0551 -0.61
C 1.331750 4.512362 -1.795958 -0.0167 -0.0492 0.1340 -0.64
S 1.794640 1.846169 1.264470 -0.2535 0.2309 0.8795 0.14
C 0.903243 -1.120193 1.138430 0.1301 -0.1233 -0.0868 -0.40
C 0.535888 -1.467154 -0.149525 -0.1267 0.0881 0.1802 -0.25
H -1.695032 -0.397192 -3.003229 -0.0871 0.0195 0.0044 0.20
H -2.587912 0.384417 -1.679404 -0.0246 0.0432 -0.0800 0.20
H -3.464823 -0.618734 -2.861159 -0.0139 0.0230 0.0090 0.38
H -2.483110 -3.563375 -1.148574 -0.0891 0.0206 -0.2056 0.34
H -3.497669 -2.925024 -2.479727 0.0409 -0.0136 0.0413 0.44
H -1.762486 -4.192822 -3.513843 0.1051 0.0331 0.0138 0.44
H -1.353816 -2.486284 -3.779671 -0.2352 -0.1540 -0.0774 0.54
H 1.402196 -4.752205 -2.137922 -0.0651 -0.3104 0.0406 0.45
H -0.097833 -5.517570 -2.687214 0.1103 0.0871 -0.0382 0.47
H 0.205883 -4.212988 0.065432 0.0979 -0.1026 -0.0527 0.03
H 0.587292 -5.929652 -0.241585 -0.0166 0.0614 0.0125 0.45
H -1.794245 -6.749662 -1.820760 -0.0083 -0.0302 -0.0031 0.31
H -2.838283 -6.736467 -0.382302 0.0099 -0.0929 -0.0517 0.27
H -1.192694 -7.414971 -0.280889 -0.0233 0.0027 -0.0163 0.33
H 3.582040 -2.128065 -1.444044 0.1431 -0.0368 -0.0195 0.58
H 4.257037 -1.511500 0.888258 0.1017 -0.0359 0.0171 0.52
H 2.209187 0.337555 4.508400 0.0013 -0.0615 -0.1581 0.29
H 0.277047 5.907257 2.764687 0.0180 0.0014 -0.0498 0.43
H -1.272709 7.406788 3.938954 0.0143 0.0898 -0.0053 0.38
H -3.069774 6.478888 5.350478 -0.0498 0.0535 0.0402 0.39
H -3.291543 4.034381 5.608491 -0.0599 -0.0316 0.0414 0.37
H -1.729759 2.527063 4.432585 -0.0018 -0.0872 0.0343 0.41
H -0.045486 1.597271 -0.750774 -0.0134 -0.0568 0.0635 1.00
H 0.661277 0.915478 -2.999342 -0.0267 -0.0261 -0.0195 0.48
H 1.792202 2.521579 -4.482177 0.0339 -0.0289 -0.0943 0.46
H 2.201045 4.836268 -3.719221 0.0441 0.0474 -0.0524 0.38
H 1.498686 5.521214 -1.448431 -0.0057 0.0847 0.0222 0.46
H 0.144234 -0.862973 1.863089 -0.0767 0.0494 0.0418 0.50
H -0.501051 -1.476990 -0.449382 -0.1626 -0.0289 0.0261 0.60
```
Forces are in eV/Å.

=====

Look up the LUMO energy of the second one.
-0.4 eV